Entry from OMol25: 13 unconnected molecules or ions with the total composition C78H195N13O26 at a distorted geometry (the ωB97M-V functional and the def2-TZVPD basis).

The geometry in XYZ format:
```
312
Properties=species:S:1:pos:R:3:forces:R:3
C -0.2638 4.6682 -3.8763 0.533 0.856 -0.668
O -0.6098 5.3695 -5.0835 -0.964 -0.801 -0.221
C 0.3765 5.3929 -6.1464 -1.371 -0.202 0.493
C -0.3828 5.8055 -7.4427 0.576 1.305 0.508
N 0.5427 6.1631 -8.5581 -1.020 -1.009 -0.259
C -0.1499 6.6506 -9.7734 -0.836 -0.554 -0.449
C -1.2929 5.7535 -10.3796 0.169 1.297 1.331
O -2.5467 5.7874 -9.6158 0.177 -0.344 -0.233
C -3.2417 7.0460 -9.3923 1.608 -0.435 -0.348
H -1.0743 4.4358 -3.1856 -0.753 0.735 -0.529
H 0.3894 5.3862 -3.3804 0.594 -0.713 0.567
H 0.1235 3.6634 -4.0452 0.760 0.144 -0.364
H 0.8007 4.3960 -6.2662 0.251 -0.061 -0.041
H 1.1290 6.0999 -5.7971 0.397 0.119 -0.586
H -0.9813 6.6897 -7.2235 -0.064 0.424 0.532
H -1.1889 5.1117 -7.6812 0.791 -0.523 -0.467
H 1.0932 6.9585 -8.2676 0.224 -0.103 0.345
H 0.5838 6.7442 -10.5741 0.199 -0.023 0.046
H -0.5504 7.6521 -9.6162 -0.217 0.250 0.050
H -0.8742 4.7502 -10.4582 -0.654 -0.386 0.672
H -1.4676 6.0083 -11.4249 -0.177 0.598 -0.014
H -4.2309 6.9008 -8.9582 0.092 -0.596 -0.433
H -3.2865 7.6198 -10.3180 -0.216 0.052 -0.078
H -2.6981 7.6319 -8.6512 0.163 0.200 0.012
C -3.8706 -0.3427 8.0282 0.349 0.497 -0.907
O -4.0930 -1.3015 6.9883 -0.310 -0.552 0.562
C -3.7232 -0.8550 5.6787 0.391 0.636 0.598
C -3.6894 -2.0015 4.6908 0.046 -0.816 1.113
N -2.4458 -2.7750 4.7637 0.123 -0.395 -1.691
C -2.4863 -3.9902 3.8843 0.037 0.638 1.330
C -1.1964 -4.7504 3.9208 0.681 0.891 0.870
O -0.9697 -5.2658 5.2701 0.308 -0.337 -1.170
C 0.2179 -6.0634 5.3506 -0.281 0.113 -0.628
H -2.8061 -0.2084 8.2204 0.312 0.061 -0.216
H -4.2990 -0.5530 9.0081 -0.432 -0.816 -0.435
H -4.2894 0.6107 7.7064 0.000 0.289 0.046
H -2.7511 -0.3738 5.7867 0.354 0.034 -0.356
H -4.4011 -0.0768 5.3283 -0.359 0.075 0.017
H -3.9025 -1.6834 3.6703 0.328 0.221 -0.055
H -4.5144 -2.6456 4.9950 -0.538 -0.142 -0.113
H -2.2206 -3.0472 5.7099 -0.244 -0.162 0.065
H -2.6706 -3.7144 2.8460 -0.125 0.271 0.017
H -3.2554 -4.6989 4.1914 -0.500 0.009 0.016
H -0.3968 -4.0474 3.6870 0.365 0.136 0.113
H -1.2092 -5.4286 3.0675 0.055 -1.001 0.498
H 1.1284 -5.5255 5.0863 0.041 0.588 0.002
H 0.1677 -6.8641 4.6128 -0.211 -0.323 0.217
H 0.3833 -6.4774 6.3452 -0.528 0.157 0.032
C -2.8576 3.5055 5.2231 -0.446 0.683 0.468
O -1.6945 3.4882 4.4300 -0.688 -0.972 -2.127
C -1.9197 2.7335 3.1831 2.331 0.700 -1.552
C -0.7635 3.0007 2.0849 -0.704 0.391 1.397
N 0.4459 3.2002 2.8158 0.597 -1.905 0.145
C 1.4803 3.8832 2.0717 -0.138 1.493 1.551
C 2.8469 4.0663 2.7829 -0.321 -0.370 -1.162
O 2.9868 5.2288 3.6221 0.261 -1.299 -1.393
C 2.8529 4.9396 4.9724 0.588 0.806 1.295
H -2.8700 2.7326 5.9916 0.105 -0.257 -0.072
H -3.7868 3.4660 4.6547 0.057 -0.367 -0.337
H -2.9289 4.4723 5.7212 0.357 0.055 0.197
H -2.8075 3.0143 2.6165 -0.532 -0.142 0.773
H -1.7678 1.6615 3.3087 -0.761 -0.120 0.706
H -0.8974 3.8831 1.4593 -0.865 0.329 -0.226
H -0.7204 2.1395 1.4181 -0.080 -0.054 0.009
H 0.1336 3.5715 3.7016 0.966 0.712 0.004
H 1.0615 4.8790 1.9263 0.429 0.699 -0.609
H 1.6592 3.4782 1.0757 -0.219 -0.565 0.153
H 3.5484 4.0912 1.9491 0.332 0.929 0.026
H 3.1736 3.1265 3.2280 -0.278 0.057 0.870
H 3.4871 4.1374 5.3497 -0.470 -0.946 -0.488
H 1.8049 4.9060 5.2703 -0.004 -0.429 0.228
H 3.3586 5.7215 5.5389 -0.439 0.742 -0.123
C 2.4173 -2.6103 -4.3863 -0.913 -0.600 -2.001
O 3.3333 -2.1221 -3.5206 0.091 1.268 3.809
C 2.7183 -1.8130 -2.1805 1.736 0.855 -0.097
C 2.2081 -0.3689 -2.0915 -0.525 -0.275 -1.524
N 3.1396 0.5311 -2.7211 0.400 0.912 -0.213
C 2.5980 1.8564 -3.0396 0.181 -1.374 0.982
C 3.6053 2.7353 -3.6686 0.802 0.143 0.247
O 4.1160 2.0788 -4.8078 -0.035 0.563 -0.899
C 5.1238 2.8194 -5.4819 0.477 -0.148 0.059
H 2.0355 -3.5876 -4.0912 -0.157 -0.223 0.035
H 2.9120 -2.6935 -5.3541 0.134 -0.347 -0.060
H 1.5783 -1.9525 -4.6131 -0.362 0.297 0.391
H 3.5159 -1.7796 -1.4383 0.504 -0.787 -0.282
H 1.9994 -2.5672 -1.8603 -0.137 -0.004 -0.318
H 2.0130 0.0461 -1.1027 0.056 -0.737 0.417
H 1.2274 -0.3903 -2.5667 -0.473 0.469 -0.458
H 3.7838 0.1714 -3.4108 -0.563 -0.304 -0.173
H 2.3696 2.2549 -2.0511 -0.581 0.561 -0.085
H 1.7153 1.8425 -3.6789 -0.428 -0.288 -0.019
H 4.3955 2.9212 -2.9412 0.453 0.002 0.025
H 3.1513 3.7077 -3.8594 -0.064 0.189 -0.526
H 6.0206 2.8355 -4.8626 0.139 0.280 0.140
H 4.8547 3.8343 -5.7744 -0.422 0.234 0.466
H 5.4266 2.3761 -6.4305 -0.405 -0.647 0.158
C -1.0912 -3.1925 -3.1682 -1.161 0.755 -0.781
O -1.6506 -2.4927 -4.3040 0.709 -0.279 -0.072
C -1.5230 -1.1054 -4.2286 -0.309 0.945 -0.163
C -2.3657 -0.4375 -5.3184 -0.750 -0.123 1.014
N -2.0689 0.9954 -5.4285 0.370 -0.718 -0.434
C -3.1600 1.7858 -6.0117 0.594 0.343 1.457
C -2.8046 3.2781 -6.0498 -0.421 0.112 -0.318
O -4.0252 3.9054 -6.4072 -0.694 0.645 -0.392
C -4.0587 5.3400 -6.4732 1.139 -0.636 0.367
H -1.0655 -4.2172 -3.5391 0.615 -0.062 0.544
H -1.7976 -3.1013 -2.3431 -0.008 -0.134 0.243
H -0.1691 -2.7132 -2.8396 0.301 -0.457 -0.215
H -0.5062 -0.7355 -4.3612 0.527 -0.318 0.131
H -1.8581 -0.7756 -3.2452 -0.039 0.198 0.218
H -3.4039 -0.5238 -4.9975 -0.186 0.077 -0.157
H -2.2925 -1.0544 -6.2141 0.222 0.208 -0.495
H -1.2308 1.0626 -5.9883 0.199 0.333 -0.151
H -3.9476 1.6936 -5.2639 -0.444 -0.010 -0.287
H -3.5284 1.4314 -6.9744 0.042 0.072 -0.181
H -1.9957 3.4883 -6.7494 -0.068 -0.073 -0.621
H -2.3986 3.7100 -5.1350 -0.313 -0.463 0.547
H -4.1164 5.7850 -5.4798 -0.079 -0.085 0.283
H -4.8984 5.7171 -7.0570 -0.028 -0.560 -0.075
H -3.1191 5.6856 -6.9044 -0.105 0.198 -0.215
C -4.1761 -2.7374 0.2934 -0.003 0.804 -0.028
O -4.3853 -1.3770 0.6992 -0.400 -0.496 -0.175
C -5.7585 -1.0484 0.9998 1.472 0.581 -0.242
C -5.9707 0.4165 0.6038 1.448 -0.015 0.618
N -5.2086 1.3099 1.5243 -1.702 -0.452 1.119
C -5.6638 2.6971 1.5275 1.408 -0.561 -0.447
C -5.4127 3.3553 0.1816 -0.133 1.466 0.430
O -4.0031 3.6692 0.0278 -0.837 -0.601 0.440
C -3.7594 4.2418 -1.2301 -0.684 -0.256 -0.690
H -4.8108 -3.4367 0.8378 -0.052 -0.045 0.009
H -3.1307 -2.9940 0.4647 -0.019 0.018 0.016
H -4.3651 -2.7863 -0.7789 -0.122 -0.385 -0.135
H -5.8043 -1.1682 2.0822 -0.733 0.129 0.116
H -6.4726 -1.6977 0.4932 0.089 -0.175 -0.126
H -7.0506 0.5536 0.5491 0.054 0.740 0.312
H -5.4899 0.6729 -0.3403 -0.664 -0.910 -0.741
H -4.2319 1.2693 1.2700 -0.021 0.014 -0.009
H -5.0654 3.2403 2.2589 0.256 0.096 -0.002
H -6.6710 2.8340 1.9212 -0.272 -0.406 -0.531
H -5.9973 4.2746 0.2154 0.180 0.641 -0.196
H -5.8287 2.8473 -0.6884 0.325 -0.584 -0.046
H -3.8725 3.5056 -2.0259 0.053 -0.404 -0.161
H -2.7519 4.6433 -1.3388 -0.159 0.192 0.536
H -4.5402 4.9690 -1.4532 0.237 0.606 0.053
C 5.2569 10.0074 5.0996 0.849 -0.429 -1.449
O 6.1623 8.9836 4.6299 -0.158 0.920 0.740
C 5.7887 7.7018 5.0391 0.240 -0.482 -0.119
C 6.9137 6.6932 4.7139 -0.664 -0.641 1.311
N 6.3621 5.3402 4.9365 -0.367 0.819 -0.167
C 7.2938 4.2862 4.5884 -1.092 -0.606 0.494
C 6.6796 2.8823 4.8717 0.853 1.449 -0.714
O 5.9443 2.5196 3.7013 0.197 -0.608 0.668
C 5.5619 1.1540 3.8223 -0.302 0.068 -0.867
H 5.4548 10.8135 4.3930 -0.261 0.264 0.239
H 5.4497 10.3659 6.1107 0.060 -0.359 0.164
H 4.2292 9.6715 4.9620 -0.155 0.035 0.212
H 4.8291 7.4552 4.5847 -0.063 -0.444 -0.710
H 5.5202 7.6526 6.0944 0.529 0.084 0.489
H 7.6988 6.7508 5.4678 0.212 0.571 -0.023
H 7.3847 6.8227 3.7395 -0.316 0.217 -0.327
H 5.5667 5.2875 4.3163 -0.368 -0.371 -0.149
H 8.1914 4.4237 5.1913 0.173 -0.031 -0.197
H 7.4781 4.3539 3.5163 0.705 -0.312 -0.171
H 6.0730 2.8922 5.7773 -0.422 0.177 -0.043
H 7.4984 2.1978 5.0936 0.104 -0.411 -0.413
H 4.9309 1.0346 4.7030 0.185 -0.362 0.201
H 6.4287 0.4966 3.7552 0.240 -0.010 0.715
H 5.0122 0.8279 2.9393 -0.317 0.505 -0.046
C -1.6518 -6.1367 -0.2274 0.159 -0.195 -0.431
O -3.0306 -5.7734 -0.3180 0.715 0.160 -0.675
C -3.4578 -5.7833 -1.6947 -0.434 0.537 0.138
C -4.9774 -5.8274 -1.7375 -0.170 0.254 -1.270
N -5.4384 -6.0074 -3.1476 0.559 -0.051 0.708
C -6.8515 -6.1272 -3.3836 -1.013 0.341 0.560
C -7.7852 -4.9158 -3.0955 0.104 0.471 -0.141
O -7.7994 -4.5191 -1.7430 0.439 0.741 0.843
C -8.4253 -3.2354 -1.4638 0.345 -1.765 -0.216
H -1.1306 -5.8413 0.6832 -0.912 -0.415 0.748
H -0.9583 -5.6366 -0.9034 -0.483 0.334 -0.967
H -1.5999 -7.2020 -0.4522 0.449 -0.141 0.398
H -3.0886 -6.5985 -2.3169 0.341 -0.529 0.434
H -3.1039 -4.8788 -2.1893 0.073 0.199 0.005
H -5.3745 -4.8583 -1.4353 -0.117 -0.310 0.991
H -5.2849 -6.6895 -1.1457 -0.407 0.303 0.209
H -5.0899 -5.2145 -3.6673 0.437 -0.027 -0.227
H -7.2312 -6.9916 -2.8389 -0.077 -0.136 -0.021
H -6.9716 -6.3037 -4.4525 -0.151 -0.246 -0.118
H -8.8288 -5.0505 -3.3796 -0.232 -0.847 -0.304
H -7.5014 -4.0916 -3.7499 0.536 0.406 0.002
H -8.8815 -3.3495 -0.4804 -0.276 0.049 -0.148
H -9.1605 -3.0765 -2.2527 -0.162 0.508 0.210
H -7.7026 -2.4248 -1.3703 0.175 0.045 -0.478
C 5.3712 -4.7316 -1.1583 0.797 1.105 -0.017
O 4.6053 -5.3625 -0.2415 -2.437 -2.010 2.549
C 3.9277 -4.6444 0.8304 0.279 -0.226 -1.471
C 3.3402 -5.6819 1.8231 1.420 1.734 -0.686
N 2.0122 -6.0384 1.4064 0.381 0.405 -0.158
C 1.5292 -7.0633 2.2692 -1.289 -1.669 0.197
C 1.8804 -8.4734 1.6770 -0.467 1.330 0.972
O 0.9880 -8.8146 0.6329 0.494 -0.619 -0.537
C 1.4742 -9.9105 -0.1808 -0.277 0.302 0.346
H 4.9323 -3.7808 -1.4608 0.041 0.208 -0.402
H 5.4782 -5.4082 -2.0061 0.200 0.234 -0.071
H 6.3161 -4.5532 -0.6450 0.701 0.386 -0.644
H 3.1426 -4.0685 0.3404 -0.588 -0.114 0.149
H 4.5390 -3.8377 1.2349 0.648 -0.403 0.537
H 3.3645 -5.2559 2.8262 -0.352 0.088 0.067
H 4.0008 -6.5486 1.8469 0.362 -0.116 -0.004
H 2.1881 -6.5527 0.5551 -0.397 0.450 -0.827
H 0.4616 -6.9125 2.4295 -0.393 -0.562 -0.510
H 1.8533 -6.9743 3.3061 0.828 -0.022 -0.164
H 1.8959 -9.1526 2.5294 -0.136 -0.706 -0.266
H 2.8875 -8.3650 1.2744 0.327 -0.290 0.007
H 1.4925 -10.8390 0.3898 -0.064 -0.062 0.131
H 2.4721 -9.7581 -0.5920 0.255 0.411 0.272
H 0.8366 -10.0493 -1.0540 -0.348 0.237 0.305
C -1.2799 1.8206 -1.9017 0.606 1.050 -0.026
O -0.9032 1.1583 -0.7218 0.922 -0.896 -0.237
C -1.9085 0.3244 -0.2061 -0.943 -0.207 0.629
C -1.4102 -0.7028 0.8118 0.328 1.353 -0.234
N -0.5269 -1.6042 0.1268 0.529 -0.951 -0.155
C -0.0250 -2.6459 0.9999 0.254 -0.030 1.560
C 1.0683 -2.0745 1.9638 -0.291 -0.793 -0.378
O 2.0517 -1.4452 1.1876 0.386 -0.145 -1.009
C 2.3907 -0.1294 1.5535 -0.209 -0.535 0.083
H -1.9250 1.2658 -2.5830 -0.160 -0.096 0.223
H -0.3903 2.1063 -2.4631 0.306 -0.519 0.007
H -1.6854 2.8001 -1.6483 -0.656 -0.130 0.051
H -2.3897 -0.2359 -1.0078 -0.192 -0.005 -0.199
H -2.6364 0.9849 0.2651 -0.431 -0.056 0.085
H -2.2184 -1.2197 1.3293 -0.167 0.068 -0.458
H -0.8864 -0.1577 1.5971 0.173 0.293 0.376
H 0.3160 -1.0839 -0.0704 0.090 0.341 -0.733
H 0.3098 -3.5447 0.4820 0.283 0.191 -0.259
H -0.8328 -2.9674 1.6573 -0.211 -0.208 -0.020
H 1.5925 -2.8362 2.5411 -0.327 -0.436 0.122
H 0.5936 -1.4077 2.6835 0.029 0.337 -0.006
H 1.4788 0.4664 1.5131 0.104 0.559 0.252
H 3.1219 0.2276 0.8283 0.020 0.099 0.101
H 2.8231 -0.1713 2.5531 0.055 0.512 0.145
C 7.0024 -1.3288 0.8178 0.500 1.681 0.364
O 6.6582 0.0832 1.0415 0.324 -2.186 0.254
C 6.3022 0.5977 -0.2098 0.463 0.969 0.113
C 5.8141 2.0104 -0.0155 0.588 0.861 -0.308
N 6.9108 2.9848 0.3657 -0.479 -1.989 -0.098
C 6.5448 4.3645 0.4680 -0.265 1.229 -0.470
C 7.8095 5.2371 0.6060 -0.033 0.294 -0.035
O 7.4616 6.5844 0.8188 1.089 1.836 0.805
C 8.6425 7.4215 1.1424 -1.195 -0.497 0.041
H 7.7636 -1.3104 0.0379 -0.147 -0.430 -0.351
H 6.1105 -1.8857 0.5307 0.065 -0.123 -0.036
H 7.5065 -1.7470 1.6891 -0.446 0.154 0.242
H 5.5465 -0.0248 -0.6887 -0.367 0.030 -0.075
H 7.1745 0.6220 -0.8630 0.234 -0.071 -0.226
H 5.0283 1.9588 0.7381 -0.330 0.325 0.126
H 5.3880 2.2825 -0.9812 -0.136 0.415 0.058
H 7.0342 2.8015 1.3513 0.701 -0.863 0.210
H 5.8790 4.4600 1.3258 -0.061 0.719 0.314
H 5.9849 4.7348 -0.3907 -0.016 -0.144 -0.255
H 8.4235 5.2737 -0.2939 0.031 -0.887 -0.299
H 8.4389 4.8987 1.4291 0.091 -0.360 0.193
H 8.9999 7.2482 2.1574 -0.083 -0.435 0.129
H 8.3728 8.4775 1.1261 -0.466 -0.193 -0.247
H 9.4947 7.2988 0.4740 -0.184 -0.399 -0.364
C 3.2024 -2.6359 10.0406 0.606 0.364 -0.605
O 2.3244 -1.6275 10.4679 -0.684 0.124 0.169
C 0.9533 -2.0132 10.4163 -0.339 -0.154 -0.871
C 0.3624 -2.3177 8.9917 0.851 0.533 -0.177
N 0.3696 -1.1330 8.1182 -1.307 0.165 0.302
C -0.0998 -1.4183 6.7412 1.500 2.163 0.407
C 0.1201 -0.0777 5.8701 -0.267 -1.820 1.265
O 1.4584 0.4059 5.9606 -1.322 -1.276 1.220
C 1.6200 1.4556 5.0882 1.378 0.341 -1.085
H 3.2150 -2.6539 8.9508 -0.086 -0.391 -0.221
H 3.0175 -3.6356 10.4338 -0.412 -0.040 0.144
H 4.2183 -2.3628 10.3260 -0.090 0.177 0.242
H 0.3263 -1.2140 10.8114 0.426 0.426 -0.060
H 0.8134 -2.8195 11.1363 -0.117 -0.590 -0.320
H -0.6437 -2.7162 9.1219 -0.261 0.321 0.095
H 0.8664 -3.0749 8.3911 0.522 -0.780 0.588
H 1.2719 -0.6792 8.1107 0.124 -0.103 -0.081
H -1.1575 -1.6814 6.7538 0.111 0.133 -0.005
H 0.4842 -2.2544 6.3566 -0.046 -0.214 -0.590
H -0.5642 0.6738 6.2640 -0.095 0.212 0.111
H -0.1655 -0.2709 4.8360 0.093 -0.123 -0.276
H 1.6988 1.0416 4.0830 -0.295 0.289 -0.401
H 2.5993 1.8865 5.2968 -0.038 0.269 0.116
H 0.8609 2.2378 5.0841 -0.186 -0.208 0.395
C -5.7852 -0.0493 -3.0678 -0.557 1.277 0.777
O -5.7986 -0.9608 -4.0864 0.282 -1.383 -1.099
C -5.0538 -2.1144 -3.7243 0.476 -1.083 -1.757
C -4.9631 -3.1055 -4.9945 1.534 1.173 1.525
N -3.9065 -4.1773 -4.8679 -1.420 0.755 -0.339
C -3.9526 -4.9633 -6.0911 0.062 -1.514 0.117
C -2.8821 -6.0989 -6.0735 -0.973 0.193 -0.329
O -3.2713 -7.2362 -6.9160 1.716 2.512 0.359
C -4.1937 -8.0873 -6.3400 -0.087 -1.091 -0.145
H -4.8189 0.1893 -2.6235 0.639 -0.595 0.047
H -6.4463 -0.4116 -2.2806 -0.146 0.395 0.396
H -6.0794 0.9258 -3.4562 -0.622 -0.095 -0.038
H -5.4733 -2.7008 -2.9068 -0.375 0.219 0.369
H -4.0936 -1.7033 -3.4128 0.493 -0.686 0.042
H -4.6735 -2.4870 -5.8441 -0.527 0.193 -0.274
H -5.9498 -3.5503 -5.1239 0.146 -0.072 -0.221
H -3.0024 -3.7276 -4.8445 0.020 0.426 0.215
H -3.8949 -4.3686 -7.0028 0.421 0.257 -0.187
H -4.9232 -5.4495 -6.1894 -0.228 -0.100 0.329
H -2.6827 -6.4102 -5.0481 -0.538 -0.337 0.238
H -1.9320 -5.6444 -6.3540 0.106 -0.522 -0.862
H -5.2205 -7.7224 -6.3653 -0.097 0.232 0.304
H -3.8830 -8.4035 -5.3442 -0.244 0.158 0.300
H -4.1564 -8.9731 -6.9741 -0.213 -0.162 0.033
```
Positions in Å, forces in eV/Å.

Properties
E_HOMO in eV: -8.14
ΔE to the lowest compared entry with this formula, charge and spin in kJ/mol: 386.5
Gap between HOMO and LUMO in eV: 8.69
Calculated total energy in eV: -156631.5661

Atom charges from the Löwdin analysis, given in e for atoms 1 to 8:
1 C -0.0882
2 O -0.2364
3 C -0.1644
4 C -0.1893
5 N -0.0577
6 C -0.2046
7 C -0.1590
8 O -0.2269